[1]
Here is an isolated ion of composition C5H13N2O and charge -1 from OMol25. Energies are from ωB97M-V/def2-TZVPD.

Last column: natural (NBO) charge in e.
Geometry (Å):
1 C 1.72578 1.19288 -0.35864  -0.63
2 C 0.51262 1.38557 -1.26934  -0.06
3 N 0.10954 2.77541 -1.29832  -0.85
4 C -0.62682 0.47858 -0.75384  -0.21
5 N -0.41492 -0.94916 -0.78119  -0.66
6 C -1.14282 -1.62997 0.32912  -0.28
7 C -0.10370 -2.06916 1.51086  0.00
8 O -0.45040 -1.54908 2.68359  -0.95
9 H 2.10812 0.17680 -0.25984  0.21
10 H 2.58973 1.75856 -0.74770  0.19
11 H 1.43525 1.51496 0.64927  0.21
12 H 0.72694 1.12781 -2.31696  0.17
13 H 0.16091 3.21730 -0.38455  0.36
14 H 0.58982 3.30324 -2.00998  0.35
15 H -1.55086 0.83643 -1.23530  0.17
16 H -0.86771 0.86377 0.26621  0.16
17 H 0.57243 -1.15256 -0.71922  0.35
18 H -1.68258 -2.47814 -0.12156  0.15
19 H -1.75387 -0.93022 0.87573  0.20
20 H 0.96318 -1.72018 1.29199  0.06
21 H -0.13642 -3.18920 1.44404  0.05

The spin multiplicity is 1. As for the HOMO energy: -2.172 eV. For the LUMO energy, the calculation gives 3.53 eV. Its SMILES is C[C@H](N)CNCC[O-]. The calculation puts the energy above the lowest of the compared OMol25 structures with the same formula, charge and spin at 1.510 eV. The net charge is -1.



[2]
Here is a 2-piece molecular cluster, C38H32O4P overall from OMol25. Energies are from ωB97M-V/def2-TZVPD.

Last column: Löwdin charge in e.
Geometry (Å):
1 C 2.26443 4.17074 5.60120  -0.03
2 C 1.79981 3.51458 4.34815  -0.24
3 C 2.63088 2.64266 3.65208  -0.01
4 C 2.18816 2.01147 2.51825  0.01
5 C 0.90143 2.25583 2.00005  -0.19
6 C 0.47491 1.55376 0.83276  0.14
7 C -0.51082 1.93612 -0.09766  -0.18
8 C -1.07946 3.23105 -0.17800  0.02
9 C -2.01764 3.51982 -1.12865  0.03
10 C -2.49629 2.54188 -2.01692  -0.15
11 O -3.45058 2.78976 -3.02113  0.03
12 C -3.25570 3.89119 -3.89868  -0.22
13 C -2.74971 3.67564 -5.18511  0.00
14 C -2.57594 4.72192 -6.05854  -0.07
15 C -2.89319 6.00864 -5.66960  -0.07
16 C -3.39039 6.24180 -4.40167  -0.07
17 C -3.57932 5.19452 -3.52786  -0.03
18 C -1.94116 1.25571 -1.93355  0.05
19 C -0.94473 0.98156 -1.04520  0.01
20 C 0.06793 3.12777 2.72332  0.00
21 C 0.50733 3.72750 3.87799  -0.01
22 H 1.67123 5.05634 5.83175  0.09
23 H 2.19176 3.49224 6.45159  0.10
24 H 3.30287 4.48928 5.51567  0.09
25 H 3.63389 2.47801 4.01233  0.13
26 H 2.84430 1.34137 1.99242  0.12
27 H 0.94521 0.59928 0.65544  0.13
28 H -0.72879 4.00393 0.48232  0.12
29 H -2.40781 4.51248 -1.21264  0.11
30 H -2.51942 2.66961 -5.48450  0.12
31 H -2.20989 4.53608 -7.05539  0.11
32 H -2.79013 6.82399 -6.36673  0.11
33 H -3.65061 7.24137 -4.10070  0.11
34 H -4.01307 5.36207 -2.55843  0.11
35 H -2.30235 0.49173 -2.60066  0.14
36 H -0.46236 0.02029 -1.06576  0.09
37 H -0.94377 3.27966 2.39413  0.11
38 H -0.15722 4.36010 4.44194  0.12
39 C -4.03144 -3.16971 1.44921  -0.08
40 C -3.60556 -1.89007 1.73937  -0.07
41 C -2.49912 -1.37595 1.10974  -0.01
42 C -1.75958 -2.15426 0.19765  -0.32
43 O -0.54672 -1.63104 -0.23812  -0.25
44 P 0.52988 -2.78294 -0.67593  0.98
45 O 1.33799 -2.07604 -1.93611  -0.21
46 C 2.55016 -2.77044 -2.14359  -0.31
47 C 3.80241 -2.15723 -1.92921  -0.02
48 C 4.97134 -2.87471 -2.05462  -0.08
49 C 4.93907 -4.20603 -2.41605  -0.08
50 C 3.72737 -4.81844 -2.66806  -0.08
51 C 2.55004 -4.12188 -2.53673  -0.04
52 O 1.66712 -2.54273 0.48707  -0.18
53 C 1.50415 -3.47721 1.50075  -0.30
54 C 2.62047 -3.82570 2.28245  -0.01
55 C 2.53111 -4.81862 3.22960  -0.08
56 C 1.33375 -5.47140 3.44204  -0.09
57 C 0.20841 -5.10327 2.73167  -0.07
58 C 0.28532 -4.12535 1.77111  -0.05
59 C -2.27156 -3.41652 -0.15757  -0.08
60 C -3.38119 -3.91811 0.48523  -0.07
61 H -4.87028 -3.59102 1.97972  0.11
62 H -4.12771 -1.30214 2.47844  0.11
63 H -2.14077 -0.38965 1.33908  0.10
64 H 3.83114 -1.12584 -1.62820  0.11
65 H 5.92251 -2.40203 -1.86339  0.11
66 H 5.85969 -4.76836 -2.51210  0.11
67 H 3.70459 -5.84962 -2.98088  0.11
68 H 1.60708 -4.59059 -2.75152  0.11
69 H 3.54919 -3.31951 2.09441  0.11
70 H 3.40810 -5.10702 3.78492  0.11
71 H 1.27790 -6.26636 4.16504  0.10
72 H -0.73195 -5.59234 2.92392  0.11
73 H -0.59974 -3.81866 1.24867  0.05
74 H -1.77024 -3.99338 -0.91796  0.09
75 H -3.73675 -4.90752 0.24596  0.11

The spin multiplicity is 1. As for the HOMO energy: -10.814 eV. For the LUMO energy, the calculation gives -5.18 eV. The net charge is +1.



[3]
Here is C20H18BaN2O8 as an isolated structure from OMol25. Energies are from ωB97M-V/def2-TZVPD.

Last column: Löwdin charge in e.
Geometry (Å):
1 Ba 2.89066 1.15782 -0.68531  1.75
2 C -1.19649 3.40993 -0.64145  -0.03
3 C -2.49943 3.69274 -1.20545  -0.35
4 C -2.62803 4.27594 -2.67348  -0.39
5 O -3.77930 4.52844 -3.08762  -0.06
6 C -1.44578 4.38769 -3.42192  -0.03
7 C -0.19408 4.02052 -2.88565  -0.40
8 C -0.10625 3.54197 -1.43335  -0.40
9 O 1.05711 3.37044 -0.88366  -0.33
10 O 0.76361 3.87837 -3.68218  -0.06
11 O -3.49955 3.38089 -0.56858  0.01
12 H -1.21102 3.43198 0.44117  0.09
13 H -1.44935 4.64257 -4.47162  0.09
14 C -0.95405 -0.84156 -1.41307  -0.03
15 C 0.04944 -0.54046 -2.37980  -0.36
16 C -0.48697 -0.16287 -3.81128  -0.39
17 O 0.30468 0.43897 -4.55174  -0.03
18 C -1.87872 -0.30432 -4.11413  -0.04
19 C -2.77665 -0.70404 -3.14927  -0.39
20 C -2.31023 -0.85956 -1.65899  -0.37
21 O -3.10928 -0.97056 -0.69219  -0.04
22 O -3.95036 -0.95459 -3.55622  -0.09
23 O 1.23809 -0.27873 -2.06833  -0.36
24 H -0.62278 -0.89595 -0.37972  0.07
25 H -2.08065 -0.25153 -5.17274  0.09
26 C 1.44515 -4.08822 1.89846  -0.11
27 C 2.39098 -4.92507 1.03949  -0.24
28 C 3.69816 -4.19331 0.60573  -0.17
29 C 3.56499 -2.76102 0.23604  -0.19
30 N 3.49298 -1.67501 -0.11700  0.07
31 H 1.16378 -3.15034 1.41768  0.06
32 H 1.80808 -3.75574 2.87579  0.07
33 H 0.57548 -4.68601 2.17333  0.07
34 H 1.95387 -5.15101 0.06649  0.11
35 H 2.57715 -5.85744 1.57087  0.10
36 H 4.13068 -4.74267 -0.22888  0.11
37 H 4.41817 -4.21752 1.42617  0.11
38 C 0.35564 1.00957 5.06146  -0.13
39 C -0.74649 0.43533 4.21012  -0.25
40 C -0.59657 0.67389 2.67712  -0.14
41 C 0.64459 0.17879 2.10560  -0.19
42 N 1.57382 -0.20373 1.54460  0.06
43 H 0.29316 0.61126 6.07926  0.07
44 H 0.32267 2.09292 5.17732  0.08
45 H 1.35835 0.67302 4.78646  0.07
46 H -1.69134 0.87885 4.51951  0.11
47 H -0.75773 -0.65107 4.31496  0.11
48 H -0.59866 1.75989 2.54632  0.13
49 H -1.50153 0.35053 2.15971  0.14

The spin multiplicity is 1. As for the HOMO energy: -0.061 eV. For the LUMO energy, the calculation gives 2.28 eV. The calculation puts the energy above the lowest of the compared OMol25 structures with the same formula, charge and spin at 6.094 eV. The net charge is -2.



[4]
Here is C31H33BrN5OPdSb as an isolated structure from OMol25. Energies are from ωB97M-V/def2-TZVPD.

Last column: natural (NBO) charge in e.
Geometry (Å):
1 Pd -0.03226 0.34779 0.03097  1.29
2 C 1.28033 3.68615 -0.08154  -0.65
3 C 1.41601 3.12115 1.29480  0.25
4 C 2.13105 3.83727 2.26016  -0.19
5 C 2.17129 3.40102 3.56351  -0.09
6 C 1.44005 2.26429 3.90412  -0.22
7 C 0.76250 1.59804 2.90340  -0.17
8 N 0.77836 1.97780 1.60852  -0.54
9 Sb -0.58116 0.09230 3.56718  1.51
10 C 0.60486 -1.72255 3.12379  0.01
11 C 0.92907 -2.60233 4.13096  -0.25
12 C 1.75025 -3.65285 3.70245  -0.09
13 C 2.13857 -3.72885 2.37496  -0.20
14 C 1.73683 -2.75896 1.44816  0.25
15 C 2.16813 -2.80231 0.01314  -0.65
16 N 0.95361 -1.75505 1.89618  -0.48
17 C -2.16336 0.46352 2.14268  -0.17
18 C -3.43294 0.35602 2.66889  -0.24
19 C -4.47518 1.01916 2.01250  -0.09
20 C -4.17862 1.80713 0.92336  -0.20
21 C -2.87237 1.86675 0.42210  0.27
22 C -2.54834 2.80498 -0.70402  -0.67
23 N -1.89340 1.15201 1.00684  -0.56
24 H 0.75990 4.64617 -0.03520  0.28
25 H 0.69683 3.01651 -0.69174  0.19
26 H 2.25310 3.88251 -0.53992  0.26
27 H 2.63023 4.75361 1.96949  0.27
28 H 2.71806 3.95178 4.31890  0.28
29 H 1.40619 1.92038 4.93144  0.26
30 H 0.59839 -2.49688 5.15477  0.27
31 H 2.07619 -4.39650 4.41840  0.28
32 H 2.76288 -4.54569 2.03039  0.27
33 H 2.09376 -3.81569 -0.38117  0.26
34 H 3.21765 -2.50927 -0.06619  0.26
35 H 1.57025 -2.12757 -0.59170  0.20
36 H -3.62213 -0.21025 3.57084  0.26
37 H -5.48908 0.95608 2.39054  0.28
38 H -4.94883 2.40536 0.45385  0.27
39 H -3.28584 2.73862 -1.50759  0.26
40 H -1.55315 2.64999 -1.09853  0.21
41 H -2.60514 3.82892 -0.32701  0.28
42 O 2.20263 0.27994 -0.63413  -0.79
43 C 2.62257 -0.32011 -1.88901  -0.08
44 C 2.80421 0.67839 -3.01140  -0.41
45 C 1.64888 1.71393 -3.14601  -0.49
46 C 0.31196 1.13848 -3.34651  0.39
47 C -0.15889 1.00635 -4.72662  -0.04
48 C -1.41001 0.52773 -5.01488  -0.20
49 C -2.19471 0.15058 -3.93429  -0.06
50 C -1.66426 0.28500 -2.58567  0.19
51 N -0.46196 0.76816 -2.29249  -0.57
52 H 2.87200 0.90021 -0.32264  0.51
53 H 1.84197 -1.03061 -2.13277  0.19
54 H 3.54444 -0.87772 -1.73762  0.23
55 H 2.92726 0.10749 -3.93689  0.25
56 H 3.71996 1.25645 -2.88636  0.26
57 H 1.87555 2.35268 -4.00193  0.28
58 H 1.63776 2.33262 -2.26250  0.25
59 H 0.50708 1.31350 -5.52696  0.27
60 H -1.76659 0.44415 -6.03376  0.30
61 H -3.19885 -0.23808 -4.07807  0.28
62 H -2.27717 -0.01986 -1.74961  0.24
63 Br -0.39628 -2.30631 -3.13803  0.22
64 C -0.82450 -2.84771 -1.37864  0.14
65 C -1.08904 -4.19344 -1.23310  -0.25
66 C -1.57110 -4.63826 -0.01163  -0.08
67 C -1.79884 -3.70358 0.98170  -0.23
68 C -1.48086 -2.38363 0.73557  0.05
69 N -0.96027 -1.92562 -0.42018  -0.57
70 H -0.94943 -4.86957 -2.06669  0.28
71 H -1.79019 -5.68825 0.13915  0.28
72 H -2.22706 -3.98888 1.93438  0.26
73 H -1.65879 -1.64460 1.49487  0.20

As for the expectation value of S²: 6.0307. The spin multiplicity is 5. As for the HOMO energy (alpha / beta): -20.107 / -20.136 eV. For the LUMO energy (alpha / beta), the calculation gives -11.34 / -15.23 eV. The net charge is +4.



[5]
Here is C3H4Br3F as an isolated structure from OMol25. Energies are from ωB97M-V/def2-TZVPD.

Last column: natural (NBO) charge in e.
Geometry (Å):
1 C -0.80913 -0.77569 0.08759  -0.23
2 C -1.27576 0.32445 -0.69617  -0.54
3 C 1.65717 0.10030 0.67988  0.12
4 F 1.90814 0.11218 1.99553  -0.35
5 Br -3.06401 0.74269 -0.11723  0.00
6 Br 2.85505 -1.20507 -0.12301  0.03
7 Br 1.82159 1.78510 -0.22423  0.07
8 H -0.25797 -1.40191 -0.46237  0.18
9 H -0.95944 -0.97139 1.18085  0.22
10 H -1.21369 0.01019 -1.72319  0.23
11 H -0.66196 1.27914 -0.59767  0.26

The spin multiplicity is 1. As for the HOMO energy (alpha / beta): -9.228 / -8.753 eV. For the LUMO energy (alpha / beta), the calculation gives -0.56 / -1.35 eV. The calculation puts the energy above the lowest of the compared OMol25 structures with the same formula, charge and spin at 3.554 eV.



[6]
Here is C2H7BO4PTl as an isolated structure from OMol25. Energies are from ωB97M-V/def2-TZVPD.

Last column: natural (NBO) charge in e.
Geometry (Å):
1 O -0.60601 -2.48648 0.65918  -1.04
2 P -0.87724 -0.95249 1.37169  1.48
3 O -2.37123 -0.59099 1.04822  -0.93
4 C 0.13828 0.16983 0.28395  -0.32
5 C 0.52919 1.55719 0.77825  -0.14
6 O 0.97321 2.16039 -0.40777  -0.31
7 B 0.68963 1.33175 -1.48019  0.30
8 O -0.34540 0.46042 -1.04637  -0.53
9 H -0.42733 -2.29912 -0.28243  0.49
10 H -2.54796 -0.55371 0.08566  0.52
11 H 1.07075 -0.38760 0.15950  0.20
12 H -0.24381 2.21929 1.18251  0.30
13 H 1.33452 1.52946 1.50889  0.29
14 H 1.65588 0.59214 -1.81398  0.37
15 H 0.32411 1.87772 -2.54307  0.33
16 Tl 0.70342 -4.62780 0.49596  0.99

The spin multiplicity is 1. As for the HOMO energy: -17.305 eV. For the LUMO energy, the calculation gives -13.12 eV. The net charge is +2.



[7]
Here is one molecule with the formula C4H6OS from OMol25. Energies are from ωB97M-V/def2-TZVPD.

Last column: natural (NBO) charge in e.
Geometry (Å):
1 C 2.92680 0.22484 0.05609  -0.40
2 C 1.62877 0.45713 -0.16117  -0.37
3 S 0.30525 -0.65068 0.16445  0.23
4 C -1.13098 0.35956 0.05791  0.42
5 C -2.41296 -0.50178 -0.07118  -0.71
6 O -1.01911 1.56890 0.01605  -0.55
7 H 3.45640 1.13985 -0.26388  0.21
8 H 3.47143 -0.65243 0.40369  0.22
9 H 1.36680 1.31493 -0.82260  0.24
10 H -3.18159 -0.15104 0.58753  0.24
11 H -2.66893 -0.25918 -1.06731  0.24
12 H -2.32797 -1.57993 -0.07703  0.24

The spin multiplicity is 1. As for the HOMO energy: -9.027 eV. For the LUMO energy, the calculation gives 0.86 eV. Its SMILES is C=CSC(C)=O. The calculation puts the energy above the lowest of the compared OMol25 structures with the same formula, charge and spin at 1.299 eV.



[8]
Here is C10H19ClMgNY as an isolated structure from OMol25. Energies are from ωB97M-V/def2-TZVPD.

Last column: natural (NBO) charge in e.
Geometry (Å):
1 Y -1.14329 0.37615 0.34356  1.99
2 Cl -1.45636 2.87309 -0.38045  -0.73
3 C -3.19832 -0.29937 0.96356  -1.38
4 H -3.31947 -0.79325 1.92507  0.20
5 H -3.63779 -0.97016 0.20165  0.23
6 H -3.80911 0.61089 0.97875  0.21
7 Mg -0.03676 -0.49886 -3.48867  1.59
8 C 1.71544 0.71259 -3.57902  -1.40
9 C -1.72548 -0.04883 -4.71784  -1.40
10 C -0.46781 -1.57015 -1.68516  -1.86
11 H -2.28366 -0.99982 -4.80274  0.18
12 H -2.39416 0.76314 -4.33771  0.19
13 H -1.31446 0.21695 -5.70648  0.16
14 H 2.52761 0.07586 -3.17658  0.18
15 H 1.92723 0.89638 -4.64366  0.17
16 H 1.68672 1.67579 -3.02442  0.19
17 H -1.24415 -2.44448 -1.71717  0.17
18 H 0.52320 -2.17407 -1.37901  0.17
19 C -0.65838 -1.56731 3.27061  -0.64
20 C 0.44582 -0.58727 3.06090  0.10
21 C 1.58956 -0.35609 3.88823  -0.36
22 C 2.38494 0.59539 3.16684  -0.35
23 C 1.73354 0.89081 1.97072  0.11
24 C 2.21734 1.75519 0.85284  -0.63
25 N 0.53764 0.21175 1.94547  -0.72
26 H -0.63828 -2.37452 2.50457  0.22
27 H -1.65305 -1.07477 3.28100  0.21
28 H -0.50688 -2.04566 4.23757  0.20
29 H 1.75335 -0.81781 4.82085  0.18
30 H 3.33823 1.01143 3.47901  0.18
31 H 2.33585 2.78716 1.21705  0.20
32 H 3.22259 1.42153 0.55479  0.21
33 H 1.54835 1.74833 -0.02415  0.23

The spin multiplicity is 1. As for the HOMO energy: 0.340 eV. For the LUMO energy, the calculation gives 5.21 eV. The calculation puts the energy above the lowest of the compared OMol25 structures with the same formula, charge and spin at 1.163 eV. The net charge is -2.